# 1
Molecular formula: C29H26N7PRu
Method: DFT, ωB97M-V with the def2-TZVPD basis set

Structure (XYZ):
```
64
Properties=species:S:1:pos:R:3
Ru -0.4306 0.1962 -0.7845
N -1.3414 3.9142 -3.0790
C -0.8087 3.4396 -1.9622
N -0.9569 2.1187 -1.9531
C -1.6068 1.8642 -3.1325
N -1.8568 2.9305 -3.8384
C -1.9831 0.5069 -3.5164
C -2.7339 0.2100 -4.6491
N -3.0693 -1.0378 -4.9438
C -2.6806 -1.9977 -4.1066
C -1.9428 -1.7152 -2.9698
N -1.5779 -0.4580 -2.6886
H -1.3904 4.8748 -3.3969
H -0.3342 4.0524 -1.2138
H -3.0615 1.0025 -5.3112
H -2.9670 -3.0143 -4.3446
H -1.6580 -2.4960 -2.2781
C 2.5259 -2.8727 -2.2685
C 3.7555 -2.3116 -1.9684
C 3.8013 -1.0864 -1.3181
C 2.6226 -0.4440 -0.9950
N 1.4293 -0.9842 -1.3105
C 1.3872 -2.1740 -1.9249
C 2.5771 0.8542 -0.2821
C 3.6977 1.5139 0.1882
C 3.5469 2.7172 0.8598
C 2.2745 3.2309 1.0646
C 1.1993 2.5238 0.5713
N 1.3495 1.3676 -0.0977
H 2.4450 -3.8306 -2.7624
H 4.6739 -2.8172 -2.2384
H 4.7555 -0.6442 -1.0726
H 0.4119 -2.5736 -2.1557
H 4.6847 1.1006 0.0416
H 4.4177 3.2435 1.2284
H 2.1180 4.1563 1.6016
H 0.1841 2.8653 0.7309
C -3.0713 -1.5687 1.2885
P -1.4556 -0.7558 1.2172
C -1.5199 0.6619 2.3083
C -1.1776 0.5909 3.6587
C -1.3967 1.6936 4.4699
C -1.9459 2.8575 3.9438
C -2.2919 2.9319 2.5990
C -2.0803 1.8339 1.7791
C -0.1789 -1.8949 1.7124
C 1.0293 -1.3920 2.2200
C 2.0155 -2.2700 2.6314
C 1.8137 -3.6426 2.5160
C 0.6337 -4.1431 1.9746
C -0.3635 -3.2751 1.5633
H -3.1785 -1.9384 2.3102
H -3.1647 -2.3901 0.5808
H -3.8463 -0.8297 1.0886
H -0.7616 -0.3158 4.0793
H -1.1504 1.6407 5.5223
H -2.1216 3.7078 4.5903
H -2.7445 3.8322 2.2041
H -2.3961 1.8717 0.7401
H 1.1786 -0.3225 2.3170
H 2.9360 -1.8919 3.0568
H 2.5781 -4.3286 2.8572
H 0.4863 -5.2116 1.8897
H -1.2839 -3.6770 1.1584
```

- E_LUMO (spin up / spin down): -8.88 / -11.32 eV
- <S²>: 8.762
- Total charge: +3
- Spin multiplicity: 6



# 2
Molecular formula: C29H26N9O3Pd
Method: DFT, ωB97M-V with the def2-TZVPD basis set

Structure (XYZ):
```
68
Properties=species:S:1:pos:R:3
Pd -0.4373 0.3918 2.1035
N -1.5493 1.1944 5.9259
C -0.2693 0.8925 5.6357
N 0.0260 1.2957 4.4305
C -1.1598 1.8276 3.9723
N -2.1286 1.7978 4.8676
C -1.2962 2.2841 2.5848
C -2.5673 2.3861 1.9668
N -2.7282 2.9149 0.7726
C -1.6105 3.3122 0.1401
C -0.3628 3.2089 0.7232
N -0.1737 2.7276 1.9547
H -2.0963 0.9654 6.7328
H 0.3957 0.3914 6.3210
H -3.4514 2.0514 2.4966
H -1.7420 3.7429 -0.8468
H 0.5199 3.5523 0.1978
C -1.3344 -3.6526 5.0142
C -1.7263 -2.8096 3.8156
O -2.2436 -1.7224 3.9402
N -1.5075 -3.4156 2.6128
C -1.3862 -2.6545 1.3609
C 0.0743 -2.3118 1.0834
C 0.6935 -2.8351 -0.0415
C 2.0473 -2.6116 -0.2479
C 2.7341 -1.8408 0.6688
C 2.0483 -1.3478 1.7658
N 0.7579 -1.5900 2.0024
H -1.9273 -3.3553 5.8757
H -0.2817 -3.4542 5.2282
H -1.4645 -4.7180 4.8254
H -0.9229 -4.2361 2.6321
H -1.9772 -1.7414 1.4342
H -1.7883 -3.2508 0.5426
H 0.1116 -3.4131 -0.7487
H 2.5573 -3.0491 -1.0970
H 3.7867 -1.6269 0.5371
H 2.5524 -0.7394 2.5078
O -3.0900 -0.6402 -1.3089
C -1.9423 -0.2364 -1.4044
N -1.2934 -0.1418 -2.6394
C 0.0210 0.4106 -2.5015
C 0.1006 0.4392 -0.9164
O 1.1405 0.7366 -0.3377
N -1.0865 0.1055 -0.3931
C 0.1535 1.8359 -3.0388
C 1.1706 2.6825 -2.5993
C 1.2809 3.9760 -3.0843
C 0.3839 4.4532 -4.0284
C -0.6259 3.6191 -4.4786
C -0.7400 2.3269 -3.9871
C 1.1001 -0.4920 -3.0904
C 0.7544 -1.5482 -3.9307
C 1.7270 -2.3673 -4.4870
C 3.0659 -2.1599 -4.1953
C 3.4200 -1.1202 -3.3479
C 2.4509 -0.2871 -2.8107
H -1.8375 -0.0807 -3.4804
H 1.8533 2.3433 -1.8354
H 2.0632 4.6236 -2.7072
H 0.4621 5.4692 -4.3950
H -1.3369 3.9766 -5.2137
H -1.5452 1.7051 -4.3551
H -0.2887 -1.7478 -4.1324
H 1.4328 -3.1723 -5.1503
H 3.8286 -2.8077 -4.6107
H 4.4632 -0.9595 -3.1018
H 2.7414 0.4966 -2.1294
```

- E_LUMO: 2.71 eV
- Total charge: -1
- Relative energy (zero: lowest compared OMol25 entry of this formula, charge and spin): 47.8 kJ/mol
- Spin multiplicity: 1



# 3
Molecular formula: C29H27CdIN3S5
Method: DFT, ωB97M-V with the def2-TZVPD basis set

Structure (XYZ):
```
66
Properties=species:S:1:pos:R:3
Cd 6.8197 7.5412 16.5054
C 7.8196 7.0180 20.0034
C 8.4367 7.9234 19.1806
C 8.6642 7.2749 17.8789
C 8.1824 5.9086 17.9948
C 7.6032 5.8188 19.3288
H 7.3910 7.2800 20.9563
H 8.7721 8.9357 19.3356
H 9.4422 7.6823 17.2479
H 8.3351 5.0634 17.3931
H 7.1738 4.9308 19.7383
S 10.2719 7.0988 12.9993
C 9.0867 8.1959 12.6759
N 7.9089 7.8763 12.0940
C 6.9212 8.7798 11.5698
C 7.5991 10.0733 11.2535
N 8.2250 10.5357 12.4646
C 8.1973 11.9958 12.8740
C 7.0657 12.7217 12.1957
C 7.3367 13.4748 11.0254
C 6.3710 14.0141 10.2312
C 5.0455 13.7691 10.6187
C 4.7274 13.0670 11.7424
C 5.7424 12.5279 12.5188
C 9.1334 9.7355 13.0723
S 10.1923 10.3910 14.2315
C 7.6223 6.4231 11.9145
C 7.8028 5.9049 10.5233
C 6.9185 4.9308 10.0375
C 6.9702 4.6066 8.7242
C 7.9301 5.0616 7.8055
C 8.8412 5.9928 8.3519
C 8.7691 6.4208 9.6590
H 6.0864 8.9115 12.2728
H 6.4821 8.3747 10.6350
H 6.8735 10.8008 10.8630
H 8.4126 9.9354 10.5341
H 9.1548 12.4794 12.7701
H 7.9755 11.9084 13.9627
H 8.4018 13.6063 10.8318
H 6.5864 14.6322 9.3433
H 4.3054 14.2792 10.0202
H 3.7191 12.8413 12.0357
H 5.5102 11.9515 13.4011
H 6.5901 6.1888 12.2556
H 8.2222 5.8137 12.6389
H 6.1080 4.5143 10.6550
H 6.2159 3.9164 8.3710
H 8.0066 4.8333 6.7647
H 9.5905 6.3836 7.6706
H 9.4908 7.2136 9.9264
S 3.6802 9.3041 13.6192
C 4.8832 8.6784 14.5417
S 6.1420 9.6638 15.1977
S 5.0585 6.9451 14.8394
I 3.5309 7.5951 22.3778
C 4.4842 8.6419 20.8138
C 4.5164 10.0296 20.7463
C 5.0432 10.5600 19.6092
C 5.4773 9.7126 18.5577
N 5.4247 8.3631 18.5656
C 4.9610 7.8664 19.7530
H 4.0626 10.6151 21.5565
H 5.1054 11.6364 19.4491
H 5.8636 10.1397 17.6262
H 4.9926 6.7644 19.9217
```

- E_LUMO: 1.91 eV
- Total charge: -1
- Relative energy (zero: lowest compared OMol25 entry of this formula, charge and spin): 46.9 kJ/mol
- Spin multiplicity: 1



# 4
Molecular formula: C29H27CoGeN2O2S2
Method: DFT, ωB97M-V with the def2-TZVPD basis set

Structure (XYZ):
```
64
Properties=species:S:1:pos:R:3
Co -2.3364 0.6947 -0.4913
C -1.4252 3.4004 1.6859
C -1.7992 3.6713 0.2653
N -2.1459 2.7608 -0.5817
C -2.5014 3.2794 -1.8368
C -2.3855 4.6682 -1.9162
S -1.8217 5.2810 -0.3875
C -2.8942 2.3554 -2.8312
C -3.2564 2.5754 -4.1636
S -3.6111 1.0419 -4.9143
C -3.2567 0.2165 -3.4272
N -2.9165 1.0058 -2.4655
C -3.3219 -1.2721 -3.2980
H -1.3030 2.3258 1.8265
H -2.1965 3.7656 2.3700
H -0.4860 3.8908 1.9451
H -2.5892 5.3229 -2.7490
H -3.3173 3.5006 -4.7151
H -4.2055 -1.6720 -3.7980
H -3.3604 -1.5399 -2.2416
H -2.4418 -1.7436 -3.7421
C -1.0500 -0.9539 0.0343
Ge 0.8023 -1.0790 0.4614
C 1.2361 -2.1453 2.0539
C 1.2914 -3.5387 1.9741
C 1.5015 -4.3178 3.1090
C 1.6638 -3.7103 4.3469
C 1.6143 -2.3239 4.4457
C 1.4011 -1.5510 3.3086
C 1.6839 -1.9661 -1.0595
C 2.9153 -2.6190 -0.9397
C 3.5519 -3.1635 -2.0519
C 2.9640 -3.0620 -3.3076
C 1.7410 -2.4160 -3.4461
C 1.1067 -1.8746 -2.3305
C 1.7343 0.6343 0.5997
C 1.2587 1.7419 -0.1014
C 1.9814 2.9302 -0.1348
C 3.1928 3.0267 0.5384
C 3.6835 1.9295 1.2381
C 2.9604 0.7403 1.2623
H -1.4257 -1.7199 -0.6369
H 1.1692 -4.0244 1.0100
H 1.5400 -5.3985 3.0253
H 1.8213 -4.3141 5.2333
H 1.7394 -1.8448 5.4111
H 1.3539 -0.4692 3.3955
H 3.3826 -2.7091 0.0389
H 4.5078 -3.6653 -1.9406
H 3.4608 -3.4807 -4.1757
H 1.2795 -2.3323 -4.4228
H 0.1537 -1.3608 -2.4474
H 0.3121 1.6693 -0.6299
H 1.5934 3.7805 -0.6868
H 3.7568 3.9522 0.5135
H 4.6316 1.9983 1.7599
H 3.3566 -0.1125 1.8067
C -2.2757 0.2773 3.2709
O -1.3620 -0.1666 2.2747
C -1.9467 -0.5554 1.0727
O -3.2179 -0.5147 0.9799
H -1.6802 0.4532 4.1658
H -3.0359 -0.4736 3.4728
H -2.7771 1.2000 2.9745
```

- E_LUMO (spin up / spin down): 2.73 / 2.72 eV
- <S²>: 3.800
- Total charge: -1
- Relative energy (zero: lowest compared OMol25 entry of this formula, charge and spin): 0.0 kJ/mol
- Spin multiplicity: 4



# 5
Molecular formula: C29H27CoN5O3
Method: DFT, ωB97M-V with the def2-TZVPD basis set

Structure (XYZ):
```
65
Properties=species:S:1:pos:R:3
Co -0.2233 0.1756 -0.4397
C -5.2359 1.8491 4.0504
C -4.0684 1.2878 3.2965
C -2.9101 0.9195 3.9810
C -1.8485 0.3837 3.3036
C -1.8803 0.1703 1.9114
N -0.7897 -0.3719 1.3039
C -0.1405 -1.3878 1.9374
C -0.9046 -2.3620 2.6115
C -0.3258 -3.4089 3.2750
C 1.0619 -3.5496 3.2932
C 1.6800 -4.6961 4.0362
C 1.8300 -2.6298 2.5981
C 1.2663 -1.5475 1.9233
N 2.0845 -0.6085 1.2783
C 3.4374 -0.5855 1.2453
C 3.8205 0.5393 0.5538
C 2.6262 1.1589 0.1897
N 1.5903 0.4569 0.6299
C -3.0402 0.5759 1.2101
C -4.1034 1.1300 1.9217
N -3.1497 0.3629 -0.1716
C -4.1923 0.6846 -0.9721
C -3.9176 0.2069 -2.2325
C -2.6691 -0.4007 -2.1211
N -2.2130 -0.2916 -0.8774
H -5.2507 1.4474 5.0617
H -6.1781 1.6059 3.5631
H -5.1596 2.9354 4.1205
H -2.8584 1.0507 5.0519
H -0.9465 0.1095 3.8305
H -1.9798 -2.2613 2.5832
H -0.9423 -4.1301 3.7910
H 1.0327 -4.9923 4.8600
H 2.6590 -4.4365 4.4350
H 1.7973 -5.5555 3.3737
H 2.9005 -2.7650 2.5964
H 4.0521 -1.3309 1.7016
H 4.8219 0.8615 0.3575
H 2.4782 2.0642 -0.3661
H -4.9970 1.4349 1.4009
H -5.0506 1.2234 -0.6347
H -4.5393 0.2877 -3.0993
H -2.0920 -0.9092 -2.8674
C 5.6483 -0.0365 -3.7983
O 4.7316 0.5565 -4.6856
C 3.4423 0.7018 -4.2707
C 2.6777 1.6183 -5.0239
C 1.4387 1.9955 -4.5879
C 0.8671 1.4473 -3.4255
C -0.3080 1.9859 -2.7976
C -1.3156 2.7649 -3.6147
O -0.5501 1.8431 -1.5843
C 1.5415 0.3441 -2.7842
O 0.9871 -0.3925 -1.9064
C 2.8710 0.0585 -3.2004
H 6.6422 0.1728 -4.1956
H 5.5090 -1.1192 -3.7261
H 5.5570 0.4006 -2.8004
H 3.1253 2.0419 -5.9084
H 0.9199 2.7795 -5.1207
H -0.8329 3.4695 -4.2845
H -1.9866 3.2946 -2.9394
H -1.8966 2.0613 -4.2116
H 3.3992 -0.6890 -2.6291
```

- E_LUMO (spin up / spin down): 0.28 / 0.53 eV
- <S²>: 0.834
- Relative energy (zero: lowest compared OMol25 entry of this formula, charge and spin): 102.4 kJ/mol
- Spin multiplicity: 2



# 6
Molecular formula: C29H27N3O2
Method: DFT, ωB97M-V with the def2-TZVPD basis set

Structure (XYZ):
```
61
Properties=species:S:1:pos:R:3
C -5.3389 -3.2820 -0.9469
C -4.3515 -2.5512 -0.2777
C -3.1341 -3.1617 0.0408
C -2.9292 -4.5180 -0.2259
C -1.5798 -5.1339 0.0809
C -0.4653 -4.3582 -0.6161
C 0.9162 -4.9856 -0.5122
O 1.8100 -3.8727 -0.5903
C 1.0637 -2.7087 -0.4020
O 1.6172 -1.6153 -0.5008
N -0.2316 -3.0347 -0.1195
C -3.9408 -5.2606 -0.8544
C -5.1261 -4.6325 -1.2464
H -6.2754 -2.8031 -1.2296
H -4.5023 -1.5067 -0.0019
H -2.2959 -2.5854 0.4433
H -1.3796 -5.1299 1.1659
H -1.5610 -6.1721 -0.2796
H -0.7313 -4.3527 -1.7063
H 1.0187 -5.4858 0.4621
H 1.1246 -5.6878 -1.3261
H -3.7591 -6.3206 -1.0581
H -5.8833 -5.2097 -1.7805
C 4.0812 4.0034 4.4423
N 3.3666 3.5376 3.2684
C 2.3599 4.2298 2.6641
C 1.8159 3.4541 1.6108
C 0.6895 3.7460 0.8213
C 0.4373 3.3205 -0.4852
C 1.2590 2.6695 -1.4428
N 0.5006 2.3019 -2.5129
C 0.9919 1.5152 -3.6254
C -0.8280 2.7127 -2.3249
C -0.8898 3.3855 -1.0845
C -2.1173 3.7513 -0.5482
C -3.2831 3.3154 -1.1997
C -3.2113 2.5962 -2.4048
C -1.9714 2.3350 -3.0199
C 2.5781 2.2147 1.5934
C 3.5540 2.3076 2.6228
C 4.3708 1.2432 2.9771
C 4.1597 0.0167 2.3241
C 3.1671 -0.0893 1.3441
C 2.3649 0.9978 0.9732
H 4.7709 3.2315 4.7909
H 4.6428 4.9177 4.2162
H 3.3792 4.2491 5.2497
H 2.0688 5.2219 2.9921
H -0.0462 4.4375 1.2374
H 2.3256 2.4774 -1.4053
H 0.1627 1.3139 -4.3082
H 1.7847 2.0586 -4.1553
H 1.4087 0.5679 -3.2577
H -2.1482 4.3524 0.3582
H -4.2589 3.5393 -0.7610
H -4.1284 2.2247 -2.8653
H -1.8887 1.8287 -3.9806
H 5.1393 1.3739 3.7347
H 4.7478 -0.8642 2.5793
H 2.9969 -1.0334 0.8373
H 1.5824 0.9073 0.2255
```

- E_LUMO: -2.26 eV
- Relative energy (zero: lowest compared OMol25 entry of this formula, charge and spin): 0.0 kJ/mol
- Spin multiplicity: 1



# 7
Molecular formula: C29H27N3O5PS2Tl
Method: DFT, ωB97M-V with the def2-TZVPD basis set

Structure (XYZ):
```
68
Properties=species:S:1:pos:R:3
Tl 0.2838 -0.8694 1.2456
O -0.6393 1.1390 3.1210
C -1.2786 2.0174 2.6063
C -1.8145 3.0411 1.9947
C -2.4507 4.1628 2.6771
C -3.0351 5.1657 1.9827
C -3.0443 5.1969 0.5688
C -2.4593 4.1521 -0.1207
C -1.9046 3.0566 0.5151
P -1.1172 1.6943 -0.3563
C -2.4347 1.0727 -1.4689
C -2.0697 0.2161 -2.5051
C -3.0275 -0.3225 -3.3397
C -4.3661 -0.0202 -3.1432
C -4.7420 0.7902 -2.0846
C -3.7812 1.3310 -1.2499
C -0.0829 2.5986 -1.5685
C -0.4185 2.8898 -2.8898
C 0.4409 3.6277 -3.6822
C 1.6404 4.0972 -3.1739
C 1.9855 3.8075 -1.8594
C 1.1332 3.0663 -1.0704
H -2.4187 4.1719 3.7597
H -3.4952 5.9883 2.5245
H -3.5183 6.0172 0.0462
H -2.4584 4.1589 -1.2066
H -1.0240 -0.0157 -2.6480
H -2.7327 -0.9863 -4.1415
H -5.1187 -0.4271 -3.8076
H -5.7895 1.0039 -1.9077
H -4.0620 1.9696 -0.4244
H -1.3531 2.5337 -3.3011
H 0.1726 3.8337 -4.7125
H 2.3068 4.6792 -3.7982
H 2.9277 4.1566 -1.4579
H 1.3953 2.8246 -0.0497
O 2.3325 -1.9163 2.7641
N 2.0730 -2.1349 4.0079
C 2.8699 -1.5896 4.9371
C 2.6932 -1.7815 6.2900
C 1.6370 -2.5852 6.7121
C 0.8187 -3.1476 5.7629
C 1.0095 -2.9356 4.3858
S 0.0107 -3.6361 3.2317
H 3.6683 -0.9846 4.5329
H 3.3672 -1.3102 6.9912
H 1.4668 -2.7599 7.7673
H -0.0147 -3.7718 6.0463
O -0.4028 -3.2930 -2.8479
C -0.1274 -2.8553 -1.6115
O -0.9892 -2.5141 -0.8346
C 1.3467 -2.7948 -1.3135
N 2.0932 -3.2949 -2.4776
C 2.8883 -4.4460 -2.0532
C 2.2111 -4.9442 -0.7729
C 1.7516 -3.6489 -0.1074
H 1.5732 -1.7278 -1.1012
H 2.6830 -2.5313 -2.8218
H 0.5083 -3.4641 -3.2252
H 3.9302 -4.1692 -1.8463
H 2.8979 -5.2054 -2.8473
H 2.8812 -5.5292 -0.1444
H 1.3444 -5.5598 -1.0245
H 2.5680 -3.1659 0.4299
H 0.9303 -3.7981 0.5936
O 3.2556 -0.6366 -2.5884
S 3.0146 0.3647 -1.4756
N 2.0590 -0.0492 -0.4333
```

- E_LUMO: 4.50 eV
- Total charge: -2
- Relative energy (zero: lowest compared OMol25 entry of this formula, charge and spin): 7.9 kJ/mol
- Spin multiplicity: 1